No. 1
Formula: C17H107Br2N3O50
Source: the Open Molecules 2025 dataset
Level of theory: wB97M-V/def2-TZVPD

Results
* gap between HOMO and LUMO: 7.039 eV
* HOMO: -8.646 eV

Cartesian coordinates (Å):
C -1.0990 -2.5043 -1.4756
N 0.8534 -2.2881 1.1140
C -2.0788 -1.9384 -0.2895
H 0.8328 2.8889 -6.9787
H -1.3524 -7.3422 2.2421
H 1.3282 -2.1543 -7.0217
H 2.4478 3.6533 -2.1050
H -0.3968 6.0532 5.9293
H 0.9300 -8.1468 -4.2827
H -4.5953 7.1974 -5.0650
H -2.5670 -2.7868 0.3761
H -7.5840 7.3549 -5.1121
O 7.1918 -1.6594 1.2311
H 4.9184 -2.0018 7.4511
H 5.7300 4.0147 3.8850
O 3.1713 4.0944 4.7969
H -5.0377 4.4392 -2.3386
H 5.9476 0.8454 1.3239
H -4.1253 -3.6724 -1.2489
O -2.2697 4.5907 4.3885
H 2.1252 -9.0099 -4.6800
O -2.5029 1.6685 -1.0483
H 7.4889 3.7674 0.5262
H 0.7946 5.4092 -0.5794
N 2.0239 0.0651 3.1764
O 4.9873 -1.6889 6.5366
H -3.3187 3.3499 1.4886
C 0.1085 -1.0222 1.4299
H 0.1476 7.4355 5.5769
H 0.2160 -9.8971 -6.9862
C -1.8635 4.2104 3.1459
H 1.3111 -9.2350 -2.4350
O -6.7064 7.1042 -4.7867
H 2.6711 0.2263 -5.1631
H 0.3540 4.2547 -1.4762
O 0.2704 -1.0224 -5.6881
H 7.1390 1.8835 -0.8540
H -3.9186 3.2460 7.3951
H -1.8968 -8.7245 2.5944
C -2.3078 0.5147 1.0509
H 7.4940 -1.9738 0.3658
O -5.4698 7.8752 -1.7358
O 0.8353 2.5846 -3.5537
H -6.3234 7.9395 -4.4792
H -7.9871 -3.3359 -2.3804
H 8.2503 4.7571 -0.3525
O -9.2360 8.4596 -5.3794
H -2.3760 -9.4998 -0.5795
O 6.4461 -3.9481 3.1395
O -4.5220 -2.6040 0.8573
O -7.5504 -4.1122 -1.9987
H 0.4946 -1.5547 5.6874
O 6.5302 4.0238 3.3387
H -9.1055 -6.8946 1.8244
O 2.9486 -1.0595 -2.7415
H -0.2477 1.5509 7.2926
H -2.1948 -4.5241 -0.9002
H -5.5092 -4.3092 -1.1456
O -4.7714 4.6326 -1.4272
O -4.6794 -4.3624 -1.6433
C 0.7077 0.0939 2.4509
H 0.1282 -0.6417 -4.8084
H 3.5664 3.2222 4.9460
H 7.9004 -1.0678 1.5257
O -0.1130 -7.9020 -2.4802
O -2.7342 7.8354 4.9755
C 2.1771 -2.3902 1.8168
C 5.0099 0.1887 1.6488
H 0.4411 -7.2119 -2.0858
H 6.4128 -0.9170 3.1125
H -1.0104 1.3104 -6.1800
H 4.8201 -0.6704 0.8427
H 5.8111 2.6371 -0.8512
O 0.1764 0.7501 7.6359
H 2.3712 4.0854 5.3432
H 2.4034 0.3969 5.3783
H 1.5650 2.2810 -5.7847
H -2.9942 -1.4085 -0.8396
C 0.0420 -4.8899 -0.6592
H 1.7390 2.6318 -3.8998
O -7.2975 -3.9004 0.8242
C -1.2020 -4.1725 -1.4621
H 4.4980 -2.6359 3.3599
H 0.3747 6.9432 -3.8530
O -3.6637 0.7405 0.4816
O -0.1794 6.2532 -4.2474
C -1.7437 1.6581 2.0819
H -2.7750 3.4487 6.4039
H -4.5220 7.8314 -3.6779
H 1.7797 4.1942 7.7018
H -2.6100 -9.5066 -3.3215
H 4.6945 3.2130 -4.7415
H 0.4111 3.3854 -3.8970
H 3.4232 -1.6578 -3.3380
O 1.0991 3.0822 -6.0674
O 7.5578 4.0803 -0.3883
O 2.9699 1.0254 -4.7039
H 3.9581 -1.4499 4.7338
H -3.5082 2.6032 3.2123
Br 5.2429 1.0711 4.4922
H -1.4477 -2.1717 -2.5679
O 1.4704 -2.5350 -7.9014
H -0.8192 2.1603 -4.9261
O 0.4464 -5.4391 -6.0440
H -2.8503 9.5229 5.9293
O 3.2462 3.2242 -2.4479
O 4.2286 4.0142 -5.0242
C 2.7035 -1.2293 2.8276
O 1.4034 -5.1127 -1.2027
H -4.3055 3.8313 -1.1446
O -4.2965 7.9965 -4.6057
O 1.0873 3.5174 7.6660
H -2.3683 9.8068 7.3500
H -3.3862 8.1317 4.3228
C -0.2563 1.4308 2.7332
H -4.6642 -2.2233 1.7369
H 3.5914 3.8561 -3.0962
H 1.0184 3.2045 8.5805
O 4.3450 4.6929 1.3012
H 0.1535 2.2738 3.4619
O -3.1203 2.8168 7.0523
H -10.0344 8.8887 -5.0366
O -1.3539 -8.0046 2.9493
O 1.7302 -8.1377 -4.8291
C 5.3332 -0.4259 3.1416
O -0.1586 -5.3481 0.6080
H 3.9623 3.8209 -5.9355
H -6.2700 7.8662 -1.1895
H 2.0248 -5.0473 -0.3951
H 4.9612 4.3721 1.9768
H 0.0540 -2.7092 4.7905
H -5.1049 -3.3778 0.8401
O -1.7598 -8.8380 -0.2313
H 6.9252 3.1516 3.4878
Br -0.3278 5.1441 2.1823
H -6.8764 -4.3473 -2.6539
H 0.1801 -5.6324 -6.9553
H -3.7207 -8.4952 -3.0480
H -5.0748 7.0030 -1.5867
O 1.7353 -10.0357 -2.0917
H 2.7444 0.8603 -3.7760
O 6.2353 1.8363 -0.5079
H -0.9427 -7.8487 -1.9825
C 4.1767 -1.5070 3.5692
H 5.9032 -4.6680 2.7847
H 1.4766 -9.3126 -6.3533
O 2.6698 0.5903 6.2896
O -1.4850 1.9086 -5.5835
H -1.2936 -4.6250 -2.5527
H -2.7707 6.8687 4.9205
N -3.6197 1.5977 -0.5554
H 4.4792 4.0882 0.5561
O 0.6369 -1.9354 4.8077
H 2.8132 -3.3771 1.6399
C -1.3872 -0.8411 0.7177
H -0.3125 -1.7962 -5.7052
H 4.0986 0.9576 1.6842
O -2.9845 10.1276 6.6744
H -7.7083 -6.7488 2.4226
H 3.1357 -0.2110 6.5723
C -2.6928 2.9888 2.4328
H -7.8413 -4.5613 1.2784
H -7.8713 -3.5720 0.1158
H 1.0802 0.7973 7.2897
H -8.8908 9.0915 -6.0278
H 2.6390 -9.9886 -2.4378
O -3.2840 -9.2715 -2.6664
H 0.9123 -6.2404 -5.7613
H 3.6144 -0.8078 -2.0841
O -8.4893 -6.2327 2.1725
H 6.4476 -3.2856 2.4323
H 5.6797 -1.0121 6.5724
O 0.1461 6.7730 6.2841
H 0.0282 -2.1424 -1.3923
O 1.0936 -10.1479 -6.6608
O 0.9369 5.0285 -1.4591
H -0.9788 -9.3540 0.0188
H -1.0092 6.3064 -3.7497
H 0.8875 -3.3088 -7.9185

No. 2
Formula: C17H11ClF11IO5PbSSe
Source: the Open Molecules 2025 dataset
Level of theory: wB97M-V/def2-TZVPD

Results
* gap between HOMO and LUMO: 5.674 eV
* net charge: -2
* energy relative to the best compared isomer or geometry (same formula, charge and spin): 47.4 kcal per mole
* HOMO: -1.529 eV

Cartesian coordinates (Å):
O 12.7225 7.3536 13.6285
C 5.0830 6.2719 8.0859
H 8.9219 8.8402 8.7187
H 8.1167 7.3638 15.0150
C 5.2373 8.3367 9.5707
H 6.9142 6.1247 15.5193
C 5.9032 9.4411 10.0186
H 4.2384 8.1693 10.0024
Cl 11.5935 7.6482 14.4640
H 5.2452 10.1246 10.4983
F 5.9010 8.3766 14.5660
F 6.1756 4.3582 13.9199
O 11.9486 7.5380 15.8214
C 12.7617 8.3728 5.9674
C 12.3894 8.6041 7.3061
C 7.6732 6.3894 14.7841
H 7.7677 10.4042 10.4129
O 7.7871 6.2166 12.3418
F 7.3150 8.9485 13.1059
C 6.9761 6.5677 13.3943
I 10.1199 4.7256 8.6183
C 6.4295 7.9945 13.3476
F 13.8885 7.1191 4.3352
S 12.8796 8.4344 9.9129
C 14.1663 7.1947 7.9428
F 4.6759 5.9970 13.9772
C 7.1464 7.7051 8.2978
C 5.8072 5.5654 13.3616
H 4.7614 6.5621 7.0839
F 5.4648 5.3013 12.0611
Se 11.0724 4.4074 10.9953
C 13.7499 7.4526 5.6633
Pb 9.7664 6.9618 11.9126
C 7.2487 9.6157 9.8727
C 14.4422 6.8188 6.6341
H 8.5603 5.7707 14.6558
O 10.5988 6.5965 14.2082
O 11.0169 8.9783 14.1167
H 4.2284 5.9686 8.7441
H 5.6448 5.3399 8.0668
F 15.0847 6.8563 8.8502
C 13.1146 8.0738 8.3507
F 5.4255 8.2071 12.4235
F 11.3007 9.3549 7.4836
C 5.8732 7.4114 8.7352
F 15.4739 5.9900 6.2573
C 7.8749 8.7312 8.9359
H 7.5861 6.9983 7.5685
F 12.0739 9.0060 5.0010

No. 3
Formula: C17H11F5N3O6STc
Source: the Open Molecules 2025 dataset
Level of theory: wB97M-V/def2-TZVPD

Results
* gap between HOMO and LUMO (spin up / spin down): 7.671 / 6.999 eV
* spin multiplicity: 2
* net charge: +1
* energy relative to the best compared isomer or geometry (same formula, charge and spin): 0.0 kcal per mole
* HOMO (spin up / spin down): -11.828 / -12.278 eV

Cartesian coordinates (Å):
C -3.0307 3.5470 -1.5636
O -1.3027 -1.9823 -1.5234
H -0.4675 -3.1150 -3.4740
H 0.7620 3.0242 -2.1801
H 4.2702 -2.9752 -1.1662
C -0.2954 3.1819 -2.0198
F 0.8744 0.3546 2.2888
C -0.3232 1.1239 -0.6739
H -0.4152 5.0020 -3.1749
C 0.8036 0.3881 4.6468
C -2.2905 4.4289 -2.3296
O -4.1725 5.7074 -2.7039
S 0.0265 -2.4814 1.8845
F 0.7052 0.3661 6.9857
C 0.5567 -0.2705 5.8420
H -2.9262 1.7478 -0.4048
O -0.9807 0.2332 0.0395
F -0.0743 -2.2231 6.9693
C -0.9373 4.2756 -2.5711
F -0.3824 -3.5371 4.6417
H 1.2598 -3.4119 -3.7822
O 0.9001 0.9091 -0.8027
O 2.7349 -1.2310 0.6925
C -1.0206 2.2768 -1.2485
C 0.0006 -2.2683 4.6266
H -1.7208 -1.2525 -1.0345
N 0.0022 -1.9361 -1.1517
H -4.0837 3.7260 -1.4078
C 0.6357 -0.3186 3.4798
N 2.1335 -1.7302 -0.3189
F 1.1870 1.6545 4.6318
Tc 0.6779 -0.8412 0.4660
N -2.9849 5.6025 -2.9221
C 0.8315 -2.6283 -1.8585
C 0.2357 -1.6361 3.4096
H 3.2704 -4.3006 -1.7884
O -2.3177 6.3520 -3.6019
C 3.4223 -3.2204 -1.8013
C -2.3828 2.4548 -1.0164
H 0.3453 -4.4970 -2.7340
C 0.1561 -1.5998 5.8289
C 2.2011 -2.5249 -1.3177
C 0.4668 -3.4540 -3.0366
H 3.6495 -2.9210 -2.8251

No. 4
Formula: C17H11N3O10
Source: the Open Molecules 2025 dataset
Level of theory: wB97M-V/def2-TZVPD

Results
* gap between HOMO and LUMO: 7.939 eV
* energy relative to the best compared isomer or geometry (same formula, charge and spin): 3.0 kcal per mole
* HOMO: -9.246 eV

Cartesian coordinates (Å):
C -1.2526 1.2394 -3.2226
H -1.5402 1.3918 0.5773
N 0.9882 1.3296 6.3465
C -0.1346 0.5504 -3.7680
H -0.5295 -3.1675 -3.8549
O -3.5319 -0.3290 5.8590
O 3.1819 -0.4238 -2.7339
H -2.0702 1.6845 -3.8220
O -4.2728 0.1789 3.8831
H 1.6661 0.3487 -0.8407
O 2.0776 -3.7308 -6.6828
N -0.5829 1.4509 0.3648
C -1.6313 0.5958 3.0499
H 1.8955 -4.3504 -7.3804
O 1.8845 1.6062 3.7456
C 2.1211 -1.5600 -4.5221
C 1.0151 0.2520 -2.9580
C -0.3337 1.0617 2.8142
O 0.3767 -2.8500 -3.5413
H 2.8661 -1.4056 -5.3591
C 1.2798 -2.6644 -4.6229
C 0.8726 0.5642 -1.5575
H -1.4734 0.7295 6.6452
O 0.1107 -4.3122 -5.6246
C 0.0910 1.0345 5.2861
H 1.8851 1.8451 2.7023
C -0.3436 1.0468 -0.9574
H -2.2208 2.1371 -1.4158
C -1.3612 1.5252 -1.8160
O 1.4661 1.0944 1.3157
O 0.8717 2.4002 6.9561
O 1.7272 0.4808 6.6789
C 1.1132 -3.6068 -5.7712
H -0.0067 0.3850 -4.8331
H -2.4761 0.2268 2.4036
C 0.5350 1.1414 3.9238
C -2.0776 0.5056 4.3876
C 0.2604 1.1793 1.4866
C -1.1899 0.8052 5.5303
C 2.1709 -0.5747 -3.4148
N -3.4275 0.1841 4.7428

No. 5
Formula: C17H11N4O6
Source: the Open Molecules 2025 dataset
Level of theory: wB97M-V/def2-TZVPD

Results
* gap between HOMO and LUMO: 4.867 eV
* net charge: -1
* energy relative to the best compared isomer or geometry (same formula, charge and spin): 0.0 kcal per mole
* HOMO: -4.170 eV

Cartesian coordinates (Å):
O 3.4181 -2.0556 2.7058
C -3.4997 1.4085 -3.1487
N 1.0103 3.3881 2.0713
C 0.9058 1.9590 2.2727
C -0.5438 -0.0367 2.1390
C 0.5553 -0.8709 2.4369
O 2.4584 -1.4453 -0.1151
C -2.2525 -0.4791 -2.2655
C 2.0408 1.1003 2.5342
H 0.7196 -4.0444 -1.1162
C 1.8058 -0.2823 2.6301
H -4.2438 -0.6267 -3.0891
C -3.4117 0.0419 -2.8563
O 0.8643 0.7430 -0.7922
C -1.2705 1.7224 -2.2589
H -1.2110 1.9958 1.8903
C -1.1561 0.3495 -1.9734
H 0.4814 -1.9568 2.5069
C 1.6796 -3.5912 -0.8480
C -2.4208 2.2496 -2.8419
C 0.1257 -0.1172 -1.3053
C -1.8302 -0.6150 1.8484
O 3.9955 0.1590 2.5763
O -0.0743 3.9933 1.8802
C 1.5786 -2.0869 -0.7072
H -2.2014 -1.5394 -2.0149
N -2.8785 -1.0728 1.6104
N 3.3764 1.3827 2.5268
H -2.4739 3.3165 -3.0612
H -4.3981 1.8138 -3.6142
O 2.1073 3.9738 2.0871
N 3.0526 -0.9027 2.6646
C 0.3886 -1.5249 -1.2724
H 2.4146 -3.8580 -1.6154
H -0.4345 2.3752 -2.0079
H -0.3485 -2.2148 -1.6802
H 2.0236 -4.0134 0.0990
C -0.3528 1.3617 2.1038

No. 6
Formula: C17H11NO10Pt
Source: the Open Molecules 2025 dataset
Level of theory: wB97M-V/def2-TZVPD

Results
* gap between HOMO and LUMO (spin up / spin down): 7.421 / 6.089 eV
* spin multiplicity: 5
* HOMO (spin up / spin down): -8.215 / -9.231 eV

Cartesian coordinates (Å):
C -2.4372 -12.3961 13.3236
O -5.3462 -9.6978 7.0583
C -5.6627 -8.3641 11.0427
H -7.1457 -11.7427 8.1431
H -3.0939 -8.2107 11.4805
C -1.7368 -12.0106 8.4394
C -2.6714 -10.1715 12.2146
H -7.4830 -6.1274 6.7562
C -2.9251 -10.9402 8.6386
H -9.2307 -8.5158 8.4879
C -3.2166 -11.3731 12.6329
O -0.1246 -8.5945 8.7930
O -7.7813 -9.9901 8.3643
H -4.9929 -12.5363 12.8552
O -6.0855 -10.9960 5.4435
N -1.9243 -13.2487 13.9025
C -5.3797 -10.6763 11.9328
C -8.4967 -8.9560 7.7614
C -4.6037 -11.6135 12.5001
C -4.8408 -9.4369 11.5781
C -2.3726 -9.5887 8.6036
C -6.1813 -10.5206 6.5441
O 0.6405 -11.4211 8.2099
O -4.1020 -11.2526 8.9171
O -6.5973 -7.5105 8.2678
C -3.4845 -9.1903 11.7304
H -5.2680 -7.3705 10.9191
O -8.0490 -6.8886 6.6910
C -7.3459 -10.9753 7.3786
C -0.5322 -11.0291 8.3437
O -1.8530 -13.0177 8.1311
O -3.1883 -8.6524 8.8668
C -7.5821 -7.7621 7.5853
H -9.0218 -9.1170 6.7992
H -8.2090 -11.2638 6.7750
Pt -5.2508 -9.2009 9.0419
H -1.6302 -9.9858 12.4071
H -6.7279 -8.5111 11.0776
H -6.4500 -10.8328 11.8958
C -0.9569 -9.5664 8.6515

No. 7
Formula: C17H12AgCl2N11
Source: the Open Molecules 2025 dataset
Level of theory: wB97M-V/def2-TZVPD

Results
* gap between HOMO and LUMO: 4.954 eV
* net charge: -2
* HOMO: -1.546 eV

Cartesian coordinates (Å):
C -12.7514 -5.0995 -6.8754
C -13.4277 -10.0600 -2.8043
C -12.2659 -5.3919 -4.4553
Ag -13.8956 -4.8876 -9.9389
C -13.3962 -5.2049 -7.9620
C -10.4714 -3.9846 -3.4849
H -9.7412 -2.4428 -4.7668
N -19.9477 -11.1475 -11.0852
N -14.8387 -2.3084 -12.4336
C -11.2221 -3.5826 -5.7381
C -12.0633 -4.7519 -5.7020
C -17.2393 -9.2067 -9.9270
C -17.7604 -10.4814 -9.8262
N -13.1449 -0.9296 -11.5003
C -16.1004 -8.9372 -9.2110
C -17.2377 -11.4181 -8.9648
C -16.0701 -11.0546 -8.3124
H -14.2271 -9.4013 -2.5471
H -15.5800 -7.9130 -9.2126
N -16.6204 -5.2152 -13.1761
N -16.3912 -3.9078 -13.4441
C -10.4264 -3.2602 -4.6553
N -12.8076 -3.1273 -11.3486
H -12.7339 -10.3385 -1.9909
N -15.4169 -9.8784 -8.5035
H -11.2897 -2.9464 -6.6256
H -13.0145 -6.1721 -4.4008
H -17.7342 -12.4067 -8.8389
H -9.8616 -3.7727 -2.5778
N -15.1463 -4.6107 -11.6717
C -18.9910 -10.8496 -10.4842
H -15.5060 -11.7924 -7.7240
C -13.6452 -2.1296 -11.7941
Cl -12.4964 -9.2608 -4.1155
H -15.2421 -1.5123 -12.9741
N -15.9590 -5.6053 -12.1610
N -11.8775 -2.4825 -10.6783
C -15.4495 -3.5624 -12.5201
N -12.0163 -1.1625 -10.8169
H -11.5247 -5.6177 -2.4941
H -17.5973 -8.4727 -10.6051
Cl -14.2002 -11.6019 -3.3670
C -11.4586 -5.0227 -3.3822

No. 8
Formula: C17H12CeN3O2
Source: the Open Molecules 2025 dataset
Level of theory: wB97M-V/def2-TZVPD

Results
* gap between HOMO and LUMO (spin up / spin down): 5.561 / 5.563 eV
* spin multiplicity: 2
* HOMO (spin up / spin down): -6.618 / -6.620 eV

Cartesian coordinates (Å):
C 2.5787 3.5090 2.0248
C -0.3351 -0.7275 -1.1810
C -2.0340 -4.0896 -1.4490
H 0.9927 2.7877 -1.6245
C 2.5851 2.7382 3.1919
H -2.6143 -4.6400 -2.1701
H -1.0743 -0.5026 -3.2064
H 2.9046 4.5615 2.0271
H -2.7207 0.0568 1.6405
Ce 0.0012 -1.1261 2.1414
C 1.4710 1.6811 0.9260
H -0.7563 -4.1772 1.6433
C -0.5288 -0.0659 -2.3846
N 1.5268 0.9199 2.0186
C -0.0654 1.2528 -2.5116
N 0.3001 -0.1377 -0.1453
H 2.9614 3.0928 4.1583
C 2.0759 1.4653 3.1223
C -0.8428 -2.1100 -0.8783
H -1.8547 -2.4158 -2.7693
C 0.5825 1.8209 -1.4502
C 0.7715 1.1101 -0.2648
H -1.9529 0.6326 3.1718
C -1.0171 -3.8491 0.6432
H -2.1993 -5.5675 0.1282
C -0.2700 2.0144 -3.8526
C -1.8177 -0.0229 2.3243
C -1.5754 -2.8453 -1.8031
O -0.8544 1.3391 -4.7035
H 2.0542 0.8324 3.9942
C -1.7805 -4.6333 -0.1860
C 1.9959 2.9773 0.9111
O 0.2038 3.1594 -3.8649
N -0.5636 -2.6410 0.3273
H 1.8518 3.6004 0.0507